--- i ---
ORCA calculation (ωB97M-V/def2-TZVPD) on a cluster of 2 separate species, C9H14 in total.

Results
- SMILES string: Cc1ccccc1.CC
- Molecular weight: 122.21 u
- HOMO-LUMO gap: 10.001 eV

Bonds (Å) are listed after each position.
Atoms and positions in Å:
1 H 2.10 2.29 -0.67  C17 1.091
2 H 1.96 1.38 -2.16  C17 1.093
3 C -0.26 -0.11 1.20  C6 1.401, H9 1.087, C21 1.377
4 H 2.05 -1.50 -0.50  C20 1.101
5 H -0.26 2.48 -0.56  C13 1.089
6 C 0.25 -1.33 0.75  C3 1.401, C18 1.391, C20 1.489
7 H -1.98 1.05 1.67  C21 1.087
8 C -2.01 -2.20 0.76  C11 1.391, H12 1.085, C18 1.380
9 H 0.42 0.74 1.27  C3 1.087
10 H -3.54 -0.91 1.50  C11 1.082
11 C -2.50 -0.98 1.21  C8 1.391, H10 1.082, C21 1.387
12 H -2.72 -3.01 0.59  C8 1.085
13 C 0.08 2.35 -1.59  H5 1.089, H14 1.086, C17 1.526, H23 1.090
14 H -0.41 1.44 -1.92  C13 1.086
15 H 2.03 3.07 -2.22  C17 1.086
16 H 2.25 -0.73 1.02  C20 1.077
17 C 1.60 2.27 -1.63  H1 1.091, H2 1.093, C13 1.526, H15 1.086
18 C -0.67 -2.34 0.48  C6 1.391, C8 1.380, H19 1.087
19 H -0.26 -3.25 0.05  C18 1.087
20 C 1.71 -1.53 0.54  H4 1.101, C6 1.489, H16 1.077, H22 1.089
21 C -1.61 0.06 1.39  C3 1.377, H7 1.087, C11 1.387
22 H 2.08 -2.50 0.87  C20 1.089
23 H -0.30 3.27 -2.04  C13 1.090

---

--- ii ---
ORCA calculation (ωB97M-V/def2-TZVPD) on a cluster of 2 separate species, C9H14 in total.

Results
- SMILES string: Cc1ccccc1.CC
- Molecular weight: 122.21 u
- HOMO-LUMO gap: 9.550 eV

Bonds (Å) are listed after each position.
Atoms and positions in Å:
1 C 0.07 0.83 1.36  H5 1.145, C9 1.381, C10 1.395
2 C 2.25 1.55 0.48  C9 1.438, H18 1.087, C20 1.421
3 H -0.81 -3.49 -2.30  C7 1.161
4 H 1.95 -0.06 1.86  C9 1.070
5 H -0.44 0.33 2.26  C1 1.145
6 H -1.19 -5.06 0.39  C13 1.099
7 C -0.60 -4.38 -1.58  H3 1.161, C13 1.536, H14 1.082, H19 1.077
8 H -2.39 -4.06 -0.39  C13 1.085
9 C 1.44 0.75 1.36  C1 1.381, C2 1.438, H4 1.070
10 C -0.53 1.58 0.35  C1 1.395, C17 1.462, C23 1.413
11 H -2.32 2.70 0.58  C17 1.015
12 H -1.02 -3.26 0.41  C13 1.160
13 C -1.32 -4.17 -0.25  H6 1.099, C7 1.536, H8 1.085, H12 1.160
14 H -1.09 -5.16 -2.16  C7 1.082
15 H -2.54 1.34 1.05  C17 1.122
16 H -2.44 1.44 -0.64  C17 1.040
17 C -1.97 1.82 0.21  C10 1.462, H11 1.015, H15 1.122, H16 1.040
18 H 3.27 1.91 0.45  C2 1.087
19 H 0.45 -4.60 -1.70  C7 1.077
20 C 1.60 2.01 -0.69  C2 1.421, H21 1.163, C23 1.411
21 H 2.15 2.69 -1.46  C20 1.163
22 H -0.32 2.54 -1.54  C23 1.044
23 C 0.19 2.15 -0.72  C10 1.413, C20 1.411, H22 1.044

---

--- iii ---
ORCA calculation (ωB97M-V/def2-TZVPD) on a cluster of 2 separate species, C9H14 in total.

Results
- SMILES string: Cc1ccccc1.CC
- Molecular weight: 122.21 u
- HOMO-LUMO gap: 10.138 eV

Bonds (Å) are listed after each position.
Atoms and positions in Å:
1 C -1.39 0.90 1.71  C2 1.520, H5 1.095, H13 1.095, H15 1.098
2 C -0.33 1.93 2.04  C1 1.520, H7 1.092, H9 1.084, H23 1.118
3 C -0.24 0.28 -2.36  C8 1.402, C10 1.380, H11 1.098
4 H 0.04 -3.43 0.19  C6 1.081
5 H -2.07 1.25 0.93  C1 1.095
6 C -0.17 -2.39 0.37  H4 1.081, C19 1.517, H20 1.120, H22 1.093
7 H 0.47 1.41 2.57  C2 1.092
8 C -0.60 -0.82 -1.58  C3 1.402, H16 1.109, C19 1.365
9 H -0.78 2.78 2.55  C2 1.084
10 C 1.03 0.79 -2.22  C3 1.380, H17 1.102, C18 1.398
11 H -0.93 0.61 -3.15  C3 1.098
12 H 2.28 -1.21 0.15  C14 1.075
13 H -1.92 0.52 2.58  C1 1.095
14 C 1.51 -0.73 -0.43  H12 1.075, C18 1.383, C19 1.427
15 H -0.84 0.08 1.23  C1 1.098
16 H -1.52 -1.41 -1.79  C8 1.109
17 H 1.27 1.73 -2.74  C10 1.102
18 C 1.91 0.32 -1.24  C10 1.398, C14 1.383, H21 1.098
19 C 0.24 -1.34 -0.64  C6 1.517, C8 1.365, C14 1.427
20 H -1.28 -2.33 0.48  C6 1.120
21 H 2.92 0.74 -1.10  C18 1.098
22 H 0.16 -1.96 1.33  C6 1.093
23 H 0.24 2.26 1.13  C2 1.118

---

--- iv ---
ORCA calculation (ωB97M-V/def2-TZVPD) on a cluster of 2 separate species, C9H14 in total.

Results
- SMILES string: Cc1ccccc1.CC
- Molecular weight: 122.21 u
- HOMO-LUMO gap: 9.988 eV

Bonds (Å) are listed after each position.
Atoms and positions in Å:
1 H 1.46 -3.31 -0.93  C4 1.140
2 H -0.15 -2.57 0.47  C14 1.056
3 H 1.40 -1.87 -1.91  C4 1.142
4 C 0.70 -2.68 -1.50  H1 1.140, H3 1.142, C14 1.552, H22 1.132
5 H -0.08 1.43 3.40  C21 1.115
6 H -0.55 2.12 -2.57  C13 1.074
7 C -1.25 1.16 0.62  H16 1.131, C17 1.430, C18 1.388
8 H -1.15 -1.75 -0.88  C14 1.079
9 H 0.37 -1.07 -0.08  C14 1.160
10 H -2.58 1.64 -0.99  C17 1.078
11 H 1.88 1.59 -1.65  C12 1.187
12 C 0.90 1.54 -0.98  H11 1.187, C13 1.448, C19 1.391
13 C -0.40 1.85 -1.54  H6 1.074, C12 1.448, C17 1.429
14 C -0.21 -2.01 -0.42  H2 1.056, C4 1.552, H8 1.079, H9 1.160
15 H -0.90 0.07 2.86  C21 1.117
16 H -2.12 0.92 1.30  C7 1.131
17 C -1.54 1.58 -0.72  C7 1.430, H10 1.078, C13 1.429
18 C 0.02 1.03 1.15  C7 1.388, C19 1.353, C21 1.506
19 C 1.10 1.28 0.37  C12 1.391, C18 1.353, H23 1.141
20 H 0.90 0.08 2.90  C21 1.093
21 C 0.02 0.66 2.61  H5 1.115, H15 1.117, C18 1.506, H20 1.093
22 H 0.03 -3.05 -2.34  C4 1.132
23 H 2.15 1.35 0.83  C19 1.141

---

Stability, highest: i

---

--- i ---
ORCA calculation (ωB97M-V/def2-TZVPD) on a cluster of 2 separate species, C9H14 in total.

Results
- SMILES string: Cc1ccccc1.CC
- Molecular weight: 122.21 u
- HOMO-LUMO gap: 9.758 eV

Bonds (Å) are listed after each position.
Atoms and positions in Å:
1 H 3.08 0.49 -0.89  C4 1.070
2 H 0.01 0.83 1.80  C7 1.097
3 H -1.57 -2.49 -1.96  C16 1.186
4 C 3.16 1.54 -0.69  H1 1.070, H9 1.055, H18 1.039, C23 1.523
5 C -0.99 -0.93 -0.51  H14 0.979, C16 1.408, C17 1.437
6 C -1.75 -1.32 1.91  C17 1.468, C19 1.402, H21 1.045
7 C -0.94 0.96 1.25  H2 1.097, H10 1.150, C17 1.519, H20 1.125
8 H -2.90 -3.69 -0.29  C11 1.132
9 H 4.03 1.89 -0.21  C4 1.055
10 H -0.99 1.54 0.26  C7 1.150
11 C -2.17 -2.93 0.11  H8 1.132, C16 1.350, C19 1.383
12 H -2.73 -3.12 2.21  C19 1.094
13 H 2.97 2.09 -2.79  C23 1.137
14 H -0.58 -0.39 -1.22  C5 0.979
15 H 2.83 3.55 -1.60  C23 1.061
16 C -1.67 -2.11 -0.85  H3 1.186, C5 1.408, C11 1.350
17 C -1.25 -0.47 0.83  C5 1.437, C6 1.468, C7 1.519
18 H 2.47 1.64 0.08  C4 1.039
19 C -2.15 -2.58 1.45  C6 1.402, C11 1.383, H12 1.094
20 H -1.63 1.54 1.91  C7 1.125
21 H -1.54 -1.02 2.89  C6 1.045
22 H 1.61 2.48 -1.95  C23 1.109
23 C 2.70 2.51 -1.77  C4 1.523, H13 1.137, H15 1.061, H22 1.109

---

--- ii ---
ORCA calculation (ωB97M-V/def2-TZVPD) on a cluster of 2 separate species, C9H14 in total.

Results
- SMILES string: Cc1ccccc1.CC
- Molecular weight: 122.21 u
- HOMO-LUMO gap: 9.859 eV

Bonds (Å) are listed after each position.
Atoms and positions in Å:
1 C 1.26 1.72 2.02  C2 1.518, H12 1.073, H14 1.092, H15 1.084
2 C 0.62 1.80 0.65  C1 1.518, C10 1.396, C20 1.396
3 H -1.42 -4.12 0.46  C19 1.089
4 H -0.24 -0.17 -1.97  C7 1.082
5 C 0.43 -3.54 -0.40  C19 1.534, H21 1.080, H22 1.085, H23 1.090
6 H -1.08 1.97 -2.75  C13 1.086
7 C -0.33 0.66 -1.28  H4 1.082, C13 1.389, C20 1.393
8 H 1.15 -0.14 0.08  C20 1.087
9 H -0.08 3.84 0.92  C10 1.082
10 C -0.12 2.94 0.32  C2 1.396, H9 1.082, C16 1.387
11 H -1.55 3.79 -1.01  C16 1.085
12 H 1.52 2.71 2.31  C1 1.073
13 C -0.93 1.84 -1.68  H6 1.086, C7 1.389, C16 1.390
14 H 2.22 1.19 2.03  C1 1.092
15 H 0.54 1.20 2.65  C1 1.084
16 C -0.91 2.94 -0.83  C10 1.387, H11 1.085, C13 1.390
17 H -1.08 -2.49 0.83  C19 1.096
18 H -1.63 -2.69 -0.70  C19 1.080
19 C -1.01 -3.21 0.01  H3 1.089, C5 1.534, H17 1.096, H18 1.080
20 C 0.41 0.64 -0.10  C2 1.396, C7 1.393, H8 1.087
21 H 0.37 -4.26 -1.20  C5 1.080
22 H 0.95 -3.92 0.47  C5 1.085
23 H 0.91 -2.67 -0.85  C5 1.090

---

Stability, highest: ii

---

--- i ---
ORCA calculation (ωB97M-V/def2-TZVPD) on a cluster of 2 separate species, C9H14 in total.

Results
- SMILES string: Cc1ccccc1.CC
- Molecular weight: 122.21 u
- HOMO-LUMO gap: 10.006 eV

Bonds (Å) are listed after each position.
Atoms and positions in Å:
1 H 0.70 2.51 -0.14  C6 1.051
2 H -2.96 0.57 1.09  C18 1.085
3 C 1.78 0.95 0.66  C6 1.401, C11 1.426, H15 1.053
4 H -2.94 1.53 -1.33  C7 1.110
5 C 1.69 -1.28 -0.23  C11 1.325, C13 1.443, H22 1.029
6 C 1.02 1.53 -0.36  H1 1.051, C3 1.401, C14 1.419
7 C -3.43 0.55 -1.16  H4 1.110, H10 1.085, H17 1.060, C18 1.634
8 H -1.56 -0.12 0.24  C18 1.143
9 H 0.52 -1.37 -2.17  C13 1.141
10 H -3.16 -0.13 -1.96  C7 1.085
11 C 2.03 -0.45 0.75  C3 1.426, C5 1.325, C20 1.488
12 H 3.67 -0.97 1.92  C20 1.056
13 C 0.85 -0.74 -1.27  C5 1.443, H9 1.141, C14 1.372
14 C 0.49 0.58 -1.27  C6 1.419, C13 1.372, H23 1.052
15 H 2.21 1.67 1.30  C3 1.053
16 H 2.20 -0.43 2.80  C20 1.000
17 H -4.48 0.54 -1.06  C7 1.060
18 C -2.69 0.01 0.20  H2 1.085, C7 1.634, H8 1.143, H19 0.941
19 H -2.90 -0.90 0.33  C18 0.941
20 C 2.62 -0.90 2.04  C11 1.488, H12 1.056, H16 1.000, H21 1.131
21 H 2.30 -1.98 2.15  C20 1.131
22 H 2.00 -2.24 -0.45  C5 1.029
23 H 0.05 1.08 -2.08  C14 1.052

---

--- ii ---
ORCA calculation (ωB97M-V/def2-TZVPD) on a cluster of 2 separate species, C9H14 in total.

Results
- SMILES string: Cc1ccccc1.CC
- Molecular weight: 122.21 u
- HOMO-LUMO gap: 9.966 eV

Bonds (Å) are listed after each position.
Atoms and positions in Å:
1 C 0.99 -2.29 0.71  H14 1.092, C16 1.378, C21 1.387
2 H -0.32 2.09 -1.42  C19 1.091
3 H -2.71 1.66 -2.53  C18 1.097
4 H 2.50 1.60 1.00  C20 1.089
5 H -0.70 -3.50 1.02  C16 1.077
6 C -0.52 -0.08 1.06  H9 1.086, C10 1.386, C23 1.409
7 H 0.12 2.80 -2.88  C19 1.101
8 H -1.24 3.45 -1.99  C19 1.095
9 H -1.13 0.76 1.36  C6 1.086
10 C -1.13 -1.32 0.96  C6 1.386, H11 1.074, C16 1.404
11 H -2.19 -1.41 1.10  C10 1.074
12 H -1.91 2.07 -4.06  C18 1.086
13 H 1.49 1.52 2.45  C20 1.121
14 H 1.65 -3.15 0.58  C1 1.092
15 H 0.78 2.15 0.98  C20 1.080
16 C -0.36 -2.50 0.87  C1 1.378, H5 1.077, C10 1.404
17 H -1.48 0.61 -3.12  C18 1.083
18 C -1.76 1.66 -3.07  H3 1.097, H12 1.086, H17 1.083, C19 1.505
19 C -0.78 2.52 -2.32  H2 1.091, H7 1.101, H8 1.095, C18 1.505
20 C 1.48 1.40 1.34  H4 1.089, H13 1.121, H15 1.080, C23 1.503
21 C 1.64 -1.06 0.71  C1 1.387, H22 1.090, C23 1.401
22 H 2.72 -1.01 0.57  C21 1.090
23 C 0.88 0.09 0.93  C6 1.409, C20 1.503, C21 1.401

---

Stability, highest: ii

---

--- i ---
ORCA calculation (ωB97M-V/def2-TZVPD) on a cluster of 2 separate species, C9H14 in total.

Results
- SMILES string: Cc1ccccc1.CC
- Molecular weight: 122.21 u
- HOMO-LUMO gap: 9.898 eV

Bonds (Å) are listed after each position.
Atoms and positions in Å:
1 C 0.89 -0.57 2.06  C10 1.409, C11 1.345, H19 1.052
2 H 1.19 -0.11 0.14  C10 1.058
3 C -1.54 0.67 1.99  H5 1.164, C7 1.361, C16 1.457
4 C 0.35 -1.19 -2.35  H17 1.062, C18 1.515, H20 1.129, H21 1.074
5 H -2.65 0.82 1.67  C3 1.164
6 H 0.62 -0.56 4.10  C11 1.071
7 C -1.20 0.01 3.13  C3 1.361, C11 1.414, H23 1.090
8 C -1.14 1.67 -0.31  H9 1.126, H12 1.101, H15 1.140, C16 1.507
9 H -1.97 2.40 -0.08  C8 1.126
10 C 0.50 0.13 0.90  C1 1.409, H2 1.058, C16 1.359
11 C 0.12 -0.50 3.16  C1 1.345, H6 1.071, C7 1.414
12 H -0.23 2.16 -0.69  C8 1.101
13 H 1.74 -0.97 -4.07  C18 1.064
14 H 2.36 -0.44 -2.66  C18 1.089
15 H -1.71 0.96 -1.00  C8 1.140
16 C -0.66 0.83 0.84  C3 1.457, C8 1.507, C10 1.359
17 H 0.02 -0.71 -1.46  C4 1.062
18 C 1.41 -0.49 -3.18  C4 1.515, H13 1.064, H14 1.089, H22 1.099
19 H 1.90 -0.85 1.90  C1 1.052
20 H 1.00 -2.02 -1.95  C4 1.129
21 H -0.34 -1.70 -2.99  C4 1.074
22 H 1.08 0.55 -3.20  C18 1.099
23 H -1.76 -0.09 4.06  C7 1.090

---

--- ii ---
ORCA calculation (ωB97M-V/def2-TZVPD) on a cluster of 2 separate species, C9H14 in total.

Results
- SMILES string: Cc1ccccc1.CC
- Molecular weight: 122.21 u
- HOMO-LUMO gap: 10.054 eV

Bonds (Å) are listed after each position.
Atoms and positions in Å:
1 H -0.32 -2.02 2.21  C19 1.075
2 C -1.58 -0.76 0.98  C4 1.396, C9 1.377, C19 1.531
3 H 4.46 -0.01 -1.56  C15 1.082
4 C -2.44 0.33 1.16  C2 1.396, C8 1.389, H13 1.076
5 H 2.85 0.16 0.46  C6 1.103
6 C 2.49 0.22 -0.58  H5 1.103, H11 1.103, C15 1.523, H18 1.095
7 H 4.23 1.42 -0.64  C15 1.096
8 C -2.76 1.14 0.07  C4 1.389, H12 1.083, C16 1.404
9 C -0.88 -0.90 -0.20  C2 1.377, C14 1.403, H22 1.084
10 H -2.05 -2.60 2.00  C19 1.094
11 H 1.67 0.96 -0.71  C6 1.103
12 H -3.63 1.79 0.10  C8 1.083
13 H -2.92 0.44 2.12  C4 1.076
14 C -0.94 0.15 -1.12  C9 1.403, C16 1.374, H17 1.084
15 C 3.72 0.74 -1.32  H3 1.082, C6 1.523, H7 1.096, H23 1.094
16 C -1.87 1.16 -1.01  C8 1.404, C14 1.374, H20 1.089
17 H -0.29 -0.04 -1.97  C14 1.084
18 H 2.15 -0.76 -0.92  C6 1.095
19 C -1.36 -1.75 2.11  H1 1.075, C2 1.531, H10 1.094, H21 1.113
20 H -2.07 1.91 -1.78  C16 1.089
21 H -1.71 -1.28 3.06  C19 1.113
22 H -0.17 -1.71 -0.32  C9 1.084
23 H 3.41 1.39 -2.14  C15 1.094

---

--- iii ---
ORCA calculation (ωB97M-V/def2-TZVPD) on a cluster of 2 separate species, C9H14 in total.

Results
- SMILES string: Cc1ccccc1.CC
- Molecular weight: 122.21 u
- HOMO-LUMO gap: 9.992 eV

Bonds (Å) are listed after each position.
Atoms and positions in Å:
1 C -1.17 0.69 0.14  C17 1.404, H20 1.081, C23 1.368
2 H -0.20 -4.95 -1.39  C5 1.091
3 H 1.09 -3.28 -0.04  C15 1.090
4 H -1.50 0.55 2.94  C9 1.096
5 C -0.05 -3.95 -1.79  H2 1.091, H7 1.092, C15 1.513, H22 1.097
6 H -1.28 2.24 3.20  C9 1.095
7 H 0.02 -4.05 -2.87  C5 1.092
8 H 2.03 -3.75 -1.34  C15 1.099
9 C -1.60 1.52 2.44  H4 1.096, H6 1.095, C17 1.487, H18 1.087
10 H -0.58 -0.19 -1.76  C23 1.086
11 H 0.79 2.83 1.87  C19 1.083
12 C 0.97 0.95 -0.95  H13 1.079, C21 1.392, C23 1.400
13 H 1.63 0.74 -1.78  C12 1.079
14 H 2.35 2.20 0.01  C21 1.078
15 C 1.10 -3.21 -1.13  H3 1.090, C5 1.513, H8 1.099, H16 1.085
16 H 1.21 -2.18 -1.45  C15 1.085
17 C -0.74 1.46 1.23  C1 1.404, C9 1.487, C19 1.387
18 H -2.66 1.74 2.29  C9 1.087
19 C 0.51 2.07 1.16  H11 1.083, C17 1.387, C21 1.394
20 H -2.19 0.33 0.20  C1 1.081
21 C 1.36 1.79 0.09  C12 1.392, H14 1.078, C19 1.394
22 H -1.02 -3.46 -1.67  C5 1.097
23 C -0.33 0.44 -0.92  C1 1.368, H10 1.086, C12 1.400

---

--- iv ---
ORCA calculation (ωB97M-V/def2-TZVPD) on a cluster of 2 separate species, C9H14 in total.

Results
- SMILES string: Cc1ccccc1.CC
- Molecular weight: 122.21 u
- HOMO-LUMO gap: 10.067 eV

Bonds (Å) are listed after each position.
Atoms and positions in Å:
1 H 2.88 0.51 -2.65  C13 1.091
2 H 2.17 1.95 -2.00  C13 1.096
3 C -2.15 -0.03 0.79  C5 1.520, C18 1.401, C20 1.398
4 H 3.89 1.84 -0.02  C17 1.087
5 C -3.01 1.23 0.79  C3 1.520, H8 1.091, H9 1.090, H21 1.089
6 H -0.89 0.79 -0.69  C18 1.081
7 C -0.67 -2.36 0.58  C14 1.387, C15 1.388, H22 1.081
8 H -2.37 2.06 1.11  C5 1.091
9 H -3.84 1.14 1.49  C5 1.090
10 H 0.55 -1.35 -0.80  C14 1.081
11 H -3.33 -1.13 2.27  C20 1.075
12 H 4.48 0.35 -0.74  C17 1.093
13 C 2.72 1.04 -1.71  H1 1.091, H2 1.096, H16 1.091, C17 1.513
14 C -0.31 -1.24 -0.15  C7 1.387, H10 1.081, C18 1.378
15 C -1.75 -2.28 1.45  C7 1.388, H19 1.085, C20 1.394
16 H 1.97 0.48 -1.15  C13 1.091
17 C 4.01 1.31 -0.96  H4 1.087, H12 1.093, C13 1.513, H23 1.090
18 C -1.10 -0.11 -0.13  C3 1.401, H6 1.081, C14 1.378
19 H -1.94 -3.13 2.11  C15 1.085
20 C -2.54 -1.14 1.54  C3 1.398, H11 1.075, C15 1.394
21 H -3.47 1.44 -0.17  C5 1.089
22 H -0.01 -3.22 0.66  C7 1.081
23 H 4.69 1.85 -1.61  C17 1.090

---

Stability, highest: iv